ORCA calculation (the ωB97M-V functional and the def2-TZVPD basis) on 15 unconnected molecules or ions with the total composition C80H205N15O25 in a non-equilibrium geometry.

- energy relative to the best compared isomer or geometry (same formula, charge and spin) (kcal per mole) = 89.8
- orbital gap (Ha) = 0.3162
- LUMO energy (eV) = 0.39

Last column: Löwdin charge in e.
Element x y z (Å)
1 C -31.448 10.755 0.349  -0.064
2 C -32.507 11.176 1.343  -0.408
3 C -31.798 11.298 2.690  -0.234
4 O -32.763 11.617 3.652  -0.207
5 C -32.195 11.594 4.965  -0.078
6 N -33.253 12.386 0.906  0.094
7 H -31.138 9.732 0.553  0.086
8 H -30.573 11.388 0.268  0.058
9 H -31.942 10.811 -0.604  0.061
10 H -33.223 10.357 1.526  0.142
11 H -31.115 12.147 2.585  0.113
12 H -31.277 10.359 3.016  0.140
13 H -31.540 12.448 5.179  0.076
14 H -31.574 10.691 5.065  0.091
15 H -32.963 11.500 5.710  0.066
16 H -33.985 12.676 1.535  0.047
17 H -32.628 13.150 0.874  0.018
18 C -34.926 14.905 -9.548  -0.063
19 C -33.889 13.869 -9.153  -0.438
20 C -33.507 14.089 -7.694  -0.259
21 O -32.816 15.302 -7.556  -0.200
22 C -32.411 15.543 -6.164  -0.062
23 N -34.368 12.477 -9.347  0.025
24 H -34.508 15.893 -9.406  0.078
25 H -35.896 14.927 -9.021  0.087
26 H -35.211 14.580 -10.512  0.060
27 H -32.986 13.966 -9.775  0.142
28 H -32.877 13.262 -7.287  0.121
29 H -34.472 14.098 -7.150  0.126
30 H -31.726 16.369 -6.206  0.068
31 H -31.876 14.661 -5.813  0.048
32 H -33.305 15.713 -5.551  0.093
33 H -33.609 11.795 -9.085  0.092
34 H -35.218 12.320 -8.825  0.058
35 C -29.366 19.156 5.307  -0.043
36 C -30.817 19.390 5.719  -0.409
37 C -31.704 20.283 4.755  -0.154
38 O -31.170 21.635 4.878  -0.185
39 C -32.139 22.571 4.560  -0.158
40 N -31.471 18.095 5.882  0.054
41 H -28.824 18.645 6.089  0.061
42 H -28.859 20.042 4.975  0.077
43 H -29.356 18.444 4.457  0.058
44 H -30.752 20.061 6.627  0.145
45 H -32.727 20.186 5.085  0.102
46 H -31.662 19.874 3.690  0.138
47 H -33.082 22.388 5.086  0.078
48 H -32.428 22.656 3.499  0.090
49 H -31.822 23.531 4.993  0.093
50 H -32.423 18.215 6.240  0.080
51 H -31.028 17.630 6.681  0.057
52 C -26.851 10.588 -3.264  -0.065
53 C -27.769 11.434 -2.373  -0.434
54 C -29.212 11.380 -2.936  -0.195
55 O -29.290 12.040 -4.183  -0.247
56 C -30.492 11.885 -4.854  -0.110
57 N -27.826 10.834 -1.041  0.051
58 H -27.094 10.755 -4.324  0.075
59 H -27.074 9.547 -2.925  0.092
60 H -25.791 10.792 -3.137  0.066
61 H -27.395 12.500 -2.406  0.135
62 H -29.918 11.944 -2.305  0.110
63 H -29.579 10.308 -3.042  0.147
64 H -30.305 12.192 -5.893  0.088
65 H -31.249 12.582 -4.504  0.054
66 H -30.830 10.863 -4.778  0.091
67 H -28.046 11.639 -0.481  0.013
68 H -26.870 10.512 -0.825  0.084
69 C -33.987 12.042 -4.040  -0.049
70 C -35.224 12.527 -3.248  -0.396
71 C -36.091 11.311 -2.710  -0.179
72 O -36.154 10.237 -3.642  -0.185
73 C -36.881 10.583 -4.755  -0.155
74 N -34.859 13.325 -2.048  0.047
75 H -33.307 11.514 -3.415  0.061
76 H -33.388 12.909 -4.384  0.061
77 H -34.342 11.427 -4.856  0.068
78 H -35.780 13.152 -3.930  0.116
79 H -37.081 11.753 -2.364  0.137
80 H -35.576 10.819 -1.879  0.122
81 H -37.889 10.867 -4.511  0.081
82 H -36.935 9.756 -5.451  0.093
83 H -36.509 11.484 -5.273  0.081
84 H -34.367 12.730 -1.407  0.030
85 H -35.658 13.777 -1.620  0.068
86 C -28.613 18.592 1.592  -0.075
87 O -28.473 18.055 0.269  -0.254
88 C -29.111 18.739 -0.822  -0.170
89 C -28.085 18.591 -1.982  -0.181
90 N -26.904 19.315 -1.568  -0.037
91 C -25.732 19.065 -2.419  -0.215
92 C -24.567 19.736 -1.837  -0.305
93 O -23.396 19.567 -2.539  -0.143
94 C -22.393 20.311 -1.926  -0.130
95 H -28.108 17.887 2.230  0.066
96 H -29.666 18.654 1.909  0.079
97 H -28.166 19.589 1.665  0.093
98 H -29.240 19.792 -0.467  0.127
99 H -30.123 18.338 -1.025  0.103
100 H -28.529 19.067 -2.881  0.111
101 H -27.980 17.482 -2.179  0.114
102 H -26.646 19.046 -0.630  0.091
103 H -25.947 19.412 -3.404  0.119
104 H -25.485 18.000 -2.525  0.101
105 H -24.502 19.477 -0.784  0.124
106 H -24.913 20.769 -1.781  0.129
107 H -22.120 19.984 -0.935  0.077
108 H -22.754 21.386 -1.767  0.108
109 H -21.522 20.358 -2.589  0.091
110 C -28.258 18.214 -6.132  -0.125
111 O -29.126 19.233 -5.834  -0.189
112 C -30.002 19.464 -6.875  -0.244
113 C -30.795 20.777 -6.558  -0.197
114 N -31.590 20.764 -5.336  -0.070
115 C -31.020 20.883 -3.980  -0.192
116 C -31.900 20.104 -3.022  -0.228
117 O -31.536 20.524 -1.696  -0.207
118 C -32.422 19.890 -0.721  -0.085
119 H -27.786 17.845 -5.209  0.083
120 H -27.530 18.501 -6.921  0.104
121 H -28.764 17.362 -6.581  0.065
122 H -30.719 18.668 -6.965  0.107
123 H -29.535 19.761 -7.829  0.128
124 H -31.475 21.040 -7.377  0.119
125 H -29.918 21.439 -6.550  0.112
126 H -32.256 21.547 -5.397  0.111
127 H -30.863 21.980 -3.747  0.141
128 H -30.086 20.306 -3.930  0.094
129 H -31.773 19.029 -3.233  0.130
130 H -32.937 20.346 -3.168  0.104
131 H -32.392 18.787 -0.799  0.056
132 H -33.458 20.249 -0.884  0.082
133 H -32.074 20.185 0.242  0.072
134 C -24.159 15.800 -0.789  -0.125
135 O -25.252 15.054 -0.353  -0.184
136 C -26.361 15.737 0.280  -0.187
137 C -27.638 15.074 -0.103  -0.180
138 N -27.691 13.673 0.352  -0.033
139 C -28.082 13.611 1.759  -0.180
140 C -27.968 12.178 2.328  -0.202
141 O -26.573 11.936 2.428  -0.224
142 C -26.130 10.592 2.760  -0.046
143 H -23.348 15.098 -0.880  0.077
144 H -23.796 16.514 0.006  0.098
145 H -24.227 16.441 -1.686  0.074
146 H -26.395 16.759 -0.101  0.107
147 H -26.292 15.783 1.354  0.091
148 H -27.621 15.044 -1.172  0.097
149 H -28.441 15.646 0.333  0.107
150 H -26.756 13.246 0.286  0.113
151 H -29.074 14.053 1.864  0.105
152 H -27.401 14.224 2.346  0.091
153 H -28.468 11.427 1.710  0.103
154 H -28.472 12.141 3.295  0.100
155 H -25.050 10.672 2.764  0.063
156 H -26.622 9.879 2.124  0.079
157 H -26.394 10.283 3.781  0.085
158 C -38.244 7.466 6.634  -0.149
159 O -37.327 8.508 6.461  -0.205
160 C -37.693 9.469 5.388  -0.178
161 C -36.478 10.292 5.014  -0.203
162 N -36.883 11.478 4.255  -0.089
163 C -35.832 12.421 3.933  -0.206
164 C -36.445 13.743 3.397  -0.188
165 O -35.455 14.686 2.969  -0.209
166 C -36.037 15.925 2.707  -0.128
167 H -37.850 6.869 7.470  0.091
168 H -38.354 6.771 5.781  0.088
169 H -39.220 7.864 6.900  0.080
170 H -38.507 10.109 5.719  0.108
171 H -38.081 8.894 4.518  0.125
172 H -35.699 9.732 4.498  0.121
173 H -36.027 10.713 5.948  0.116
174 H -37.448 11.324 3.395  0.131
175 H -35.130 12.011 3.215  0.090
176 H -35.274 12.556 4.892  0.112
177 H -37.068 14.221 4.162  0.105
178 H -37.069 13.497 2.533  0.124
179 H -36.709 16.341 3.491  0.108
180 H -36.510 15.985 1.753  0.068
181 H -35.188 16.597 2.556  0.071
182 C -33.766 11.813 9.878  -0.081
183 O -32.588 12.395 9.354  -0.152
184 C -32.860 13.170 8.267  -0.300
185 C -31.615 13.724 7.617  -0.206
186 N -30.959 14.650 8.497  -0.036
187 C -29.890 15.491 8.026  -0.216
188 C -28.596 14.812 7.801  -0.220
189 O -28.694 14.034 6.632  -0.210
190 C -27.794 12.923 6.525  -0.082
191 H -33.449 11.196 10.716  0.094
192 H -34.240 11.183 9.142  0.079
193 H -34.541 12.546 10.130  0.080
194 H -33.592 13.978 8.493  0.109
195 H -33.358 12.567 7.550  0.083
196 H -31.858 14.220 6.644  0.117
197 H -31.029 12.835 7.411  0.106
198 H -30.716 14.245 9.381  0.111
199 H -29.807 16.284 8.774  0.125
200 H -30.215 15.970 7.075  0.092
201 H -28.444 14.139 8.629  0.119
202 H -27.740 15.558 7.735  0.132
203 H -28.152 12.130 7.161  0.080
204 H -26.750 13.062 6.794  0.085
205 H -27.796 12.558 5.493  0.073
206 C -25.904 17.875 7.293  -0.143
207 O -26.443 17.019 6.364  -0.208
208 C -25.501 16.102 5.832  -0.214
209 C -26.121 15.378 4.613  -0.227
210 N -25.289 14.302 4.132  -0.049
211 C -24.213 14.747 3.264  -0.199
212 C -23.071 13.782 2.879  -0.181
213 O -23.650 12.665 2.174  -0.211
214 C -22.729 11.749 1.568  -0.091
215 H -25.151 18.545 6.869  0.089
216 H -25.500 17.311 8.156  0.101
217 H -26.680 18.595 7.566  0.085
218 H -25.213 15.289 6.533  0.129
219 H -24.585 16.528 5.534  0.090
220 H -26.306 16.224 3.887  0.120
221 H -27.143 14.982 4.882  0.105
222 H -25.860 13.631 3.573  0.090
223 H -23.685 15.534 3.939  0.135
224 H -24.599 15.362 2.425  0.099
225 H -22.599 13.416 3.816  0.129
226 H -22.384 14.362 2.290  0.110
227 H -21.712 11.820 1.997  0.091
228 H -22.598 11.961 0.509  0.083
229 H -23.073 10.766 1.744  0.057
230 C -29.024 15.723 -9.290  -0.086
231 O -28.151 15.053 -8.412  -0.168
232 C -28.746 14.264 -7.500  -0.276
233 C -27.671 13.787 -6.501  -0.170
234 N -26.963 14.969 -5.995  -0.041
235 C -26.281 14.785 -4.695  -0.170
236 C -25.135 13.755 -4.636  -0.224
237 O -24.165 14.134 -5.584  -0.183
238 C -23.115 13.219 -5.655  -0.118
239 H -28.541 16.568 -9.721  0.080
240 H -29.956 16.078 -8.817  0.088
241 H -29.392 15.122 -10.077  0.070
242 H -29.248 13.450 -8.026  0.119
243 H -29.565 14.776 -6.949  0.110
244 H -27.042 13.038 -6.968  0.113
245 H -28.069 13.311 -5.594  0.095
246 H -26.401 15.393 -6.710  0.104
247 H -27.064 14.428 -3.972  0.100
248 H -25.943 15.797 -4.410  0.114
249 H -25.561 12.811 -4.862  0.089
250 H -24.723 13.730 -3.651  0.112
251 H -23.568 12.252 -5.889  0.086
252 H -22.540 13.168 -4.730  0.089
253 H -22.565 13.487 -6.554  0.091
254 C -29.691 15.175 -3.125  -0.139
255 O -30.413 15.735 -2.107  -0.191
256 C -31.718 15.162 -1.955  -0.163
257 C -32.417 15.772 -0.654  -0.210
258 N -31.929 15.240 0.581  -0.048
259 C -32.370 16.081 1.733  -0.154
260 C -31.784 15.646 3.085  -0.169
261 O -30.484 16.221 3.024  -0.206
262 C -29.627 15.877 4.084  -0.123
263 H -29.406 14.178 -2.853  0.058
264 H -28.775 15.792 -3.285  0.079
265 H -30.210 15.085 -4.131  0.099
266 H -31.702 14.036 -1.769  0.131
267 H -32.355 15.369 -2.807  0.101
268 H -33.506 15.575 -0.774  0.106
269 H -32.394 16.877 -0.760  0.083
270 H -30.919 15.202 0.613  0.098
271 H -33.489 16.070 1.672  0.097
272 H -32.068 17.129 1.574  0.115
273 H -31.753 14.545 3.212  0.124
274 H -32.274 16.092 3.941  0.091
275 H -28.668 16.263 3.859  0.052
276 H -29.528 14.775 4.243  0.090
277 H -29.989 16.195 5.044  0.047
278 C -42.515 20.407 -4.257  -0.152
279 O -41.241 20.139 -3.822  -0.198
280 C -41.180 19.049 -2.913  -0.204
281 C -39.715 18.978 -2.427  -0.212
282 N -39.441 17.996 -1.400  -0.056
283 C -39.330 18.675 -0.123  -0.226
284 C -37.981 19.277 0.222  -0.169
285 O -37.092 18.111 0.257  -0.209
286 C -35.733 18.429 0.114  -0.138
287 H -42.987 19.533 -4.749  0.096
288 H -42.466 21.332 -4.878  0.103
289 H -43.155 20.690 -3.424  0.077
290 H -41.445 18.135 -3.362  0.107
291 H -41.876 19.302 -2.150  0.107
292 H -39.470 20.014 -2.083  0.121
293 H -39.107 18.826 -3.338  0.128
294 H -38.603 17.472 -1.609  0.101
295 H -39.552 17.959 0.652  0.109
296 H -40.167 19.385 -0.157  0.124
297 H -38.034 19.616 1.280  0.130
298 H -37.670 20.115 -0.387  0.115
299 H -35.472 18.801 -0.884  0.081
300 H -35.264 17.441 0.185  0.071
301 H -35.263 19.149 0.808  0.097
302 C -38.858 11.733 10.086  -0.092
303 O -37.754 12.566 9.693  -0.183
304 C -37.927 12.862 8.283  -0.203
305 C -36.636 13.355 7.648  -0.195
306 N -35.915 14.408 8.371  -0.055
307 C -36.480 15.751 8.243  -0.190
308 C -36.336 16.229 6.819  -0.241
309 O -35.018 16.576 6.442  -0.167
310 C -34.160 15.511 6.013  -0.067
311 H -38.703 10.748 9.765  0.068
312 H -39.789 12.095 9.662  0.084
313 H -38.952 11.844 11.151  0.085
314 H -38.664 13.631 8.211  0.103
315 H -38.377 12.025 7.697  0.125
316 H -36.828 13.708 6.608  0.102
317 H -35.980 12.499 7.422  0.099
318 H -35.889 14.076 9.325  0.090
319 H -35.968 16.487 8.879  0.127
320 H -37.566 15.810 8.512  0.123
321 H -36.993 17.124 6.662  0.137
322 H -36.763 15.457 6.219  0.073
323 H -33.211 15.946 5.800  0.042
324 H -34.487 15.026 5.050  0.095
325 H -34.115 14.752 6.812  0.059